A structure of composition C27H28N2O4P2STl at a distorted geometry, computed with ωB97M-V with the def2-TZVPD basis set.

As for the max |F|: 0.31482 Eh/bohr. The HOMO energy is -0.3627 Ha. The value obtained for the energy is -73716.3153 eV. For the frontier orbital gap, the calculation gives 5.2 eV.

The geometry in ORCA input format:
```
! wB97M-V def2-TZVPD RIJCOSX def2/J DEFGRID3
* xyz 1 1
C -1.6701 2.8880 -3.6347
C -1.2809 1.7360 -2.9285
C 0.1033 1.5004 -2.6922
C 1.0622 2.4035 -3.2265
C 0.6430 3.5189 -3.9606
C -0.7227 3.7779 -4.1563
C 2.5140 2.1146 -2.9103
C 2.7748 0.6258 -2.9605
C 1.7488 -0.1981 -2.4403
C 1.9265 -1.6085 -2.4043
C 3.1496 -2.1535 -2.8278
C 4.1715 -1.3346 -3.3299
C 3.9713 0.0521 -3.4089
H -2.7391 3.0663 -3.8028
H 1.3967 4.2037 -4.3673
H -1.0449 4.6606 -4.7180
H 3.1908 2.6700 -3.5810
H 3.2880 -3.2409 -2.7939
H 5.1143 -1.7770 -3.6674
H 4.7624 0.7008 -3.8034
N 0.5455 0.3661 -1.9832
Tl 0.0000 0.0000 0.0000
C -2.3095 0.7551 -2.4291
H -2.0785 -0.2681 -2.7839
H -3.3236 1.0326 -2.7664
C 0.7786 -2.4900 -1.9837
H -0.1072 -2.2784 -2.6137
H 1.0356 -3.5593 -2.0873
P -2.2180 0.6614 -0.5738
P 0.1850 -2.1765 -0.2496
C 1.3910 -3.0489 0.8308
H 1.0493 -2.9926 1.8774
H 1.5005 -4.1054 0.5294
H 2.3577 -2.5275 0.7469
C -1.3202 -3.2389 -0.1239
H -1.0569 -4.3072 -0.2204
H -1.8091 -3.0662 0.8489
H -2.0214 -2.9647 -0.9284
C -2.7146 2.3683 -0.0608
H -3.6000 2.7194 -0.6201
H -2.9344 2.3736 1.0198
H -1.8705 3.0503 -0.2571
C -3.6955 -0.3335 -0.0805
H -3.6714 -0.4950 1.0103
H -4.6330 0.1806 -0.3561
H -3.6607 -1.3161 -0.5772
C -0.3410 -0.1560 1.8211
O -0.5609 -0.2559 2.9697
H 2.7236 2.4668 -1.8747
O 2.2326 5.1189 2.8597
S 3.1576 4.0300 2.2988
O 4.2988 4.6750 1.4988
N 2.1591 3.5202 0.9518
C 1.9098 2.2562 0.9476
O 1.0489 1.7583 0.0110
C 2.5609 1.5159 2.0848
C 2.5802 0.1461 2.3832
C 3.2140 -0.3096 3.5500
C 3.8488 0.5972 4.4102
C 3.8740 1.9608 4.0928
C 3.2323 2.3873 2.9276
H 2.1243 -0.5734 1.7492
H 3.2097 -1.3666 3.7892
H 4.3314 0.2387 5.3125
H 4.3801 2.6653 4.7396
*
```